1.
# C2H6N4OS

A structure of composition C2H6N4OS in a non-equilibrium geometry (ωB97M-V with the def2-TZVPD basis set, the Open Molecules 2025 dataset).

Computed properties:
E_LUMO: 0.005 Eh
orbital gap: 9.32 eV
net charge: 0

Each line ends with the Löwdin charge.
Positions of all 14 atoms, in Å:
C (0.8522, 0.7882, 0.0035)  -0.728
C (-2.2299, -0.1354, 0.3908)  -0.442
H (2.1000, -1.1656, -0.9091)  0.130
H (3.3757, -1.0077, 1.0760)  0.203
H (2.9380, 1.4380, -0.1220)  0.233
H (-1.5236, -0.3598, -1.4877)  0.148
H (-1.8136, 0.0306, 1.4323)  0.129
H (-3.9260, 0.5964, 0.9089)  0.042
N (2.8902, -0.5725, -0.0592)  -0.193
N (2.1801, 0.6309, 0.4406)  -0.186
N (-1.3332, -0.5747, -0.4732)  -0.402
N (-3.4286, 0.2434, 0.0632)  0.054
O (0.2241, 1.7354, -0.3597)  0.061
S (0.1977, -0.9638, -0.0116)  0.952


2.
# C2H6N4S

An isolated molecule of C2H6N4S in a non-equilibrium geometry (ωB97M-V with the def2-TZVPD basis set, the Open Molecules 2025 dataset).

Computed properties:
E_LUMO: 0.021 Eh
orbital gap: 9.67 eV
net charge: 0

Each line ends with the Löwdin charge.
Positions of all 13 atoms, in Å:
C (-1.4043, 0.1164, -0.0163)  -0.779
C (1.4500, 0.1798, 0.0477)  -0.770
H (-3.4351, -0.1682, 0.2679)  0.076
H (-2.5228, -1.5690, 0.4717)  0.081
H (-2.1747, 1.8709, 0.0510)  0.051
H (3.2955, 0.0498, 0.4108)  0.082
H (2.4999, -1.3430, 0.8900)  0.089
H (0.5208, 1.8139, -0.0068)  -0.020
N (-2.5413, -0.5530, 0.4128)  0.065
N (-1.3177, 1.3888, -0.1533)  0.045
N (2.5622, -0.5922, 0.2037)  0.031
N (1.4684, 1.4689, 0.0481)  0.092
S (0.0213, -0.9012, -0.3658)  0.957


3.
# C2H6N4S

An isolated molecule of C2H6N4S in a non-equilibrium geometry (ωB97M-V with the def2-TZVPD basis set, the Open Molecules 2025 dataset).

Computed properties:
E_LUMO: 0.029 Eh
orbital gap: 8.68 eV
net charge: 0

Each line ends with the Löwdin charge.
Positions of all 13 atoms, in Å:
C (0.7874, 0.2397, 0.2277)  -0.293
C (0.4849, 1.6727, -0.0251)  -0.419
N (-2.4685, -1.8648, 0.0637)  -0.024
N (-2.5477, -0.6648, -0.2615)  -0.149
N (-0.3753, -0.2320, 0.9573)  -0.002
N (-1.5635, 0.1882, 0.0785)  -0.529
S (-1.3700, 1.7948, -0.2862)  0.886
H (1.0584, -0.3000, -0.7085)  0.124
H (1.7051, 0.1053, 0.8081)  0.121
H (0.7037, 2.5615, 0.6069)  0.076
H (0.8905, 2.1334, -0.9618)  0.071
H (-3.4529, -2.3507, -0.1442)  0.092
H (-0.3506, -1.1625, 1.1756)  0.047


4.
# C2H6N4S

An isolated molecule of C2H6N4S in a non-equilibrium geometry (ωB97M-V with the def2-TZVPD basis set, the Open Molecules 2025 dataset).

Computed properties:
E_LUMO (spin up / spin down): 0.006 / 0.026 Eh
orbital gap (spin up / spin down): 6.80 / 7.53 eV
net charge: 0

Each line ends with the Löwdin charge.
Positions of all 13 atoms, in Å:
C (-1.3413, 0.2494, 0.3434)  -0.184
C (-1.2802, 0.7523, 1.5858)  -0.513
N (-0.4338, -0.0770, -0.6530)  -0.063
N (1.2365, 0.9252, 2.2442)  -0.450
N (0.8136, 0.2102, -0.9272)  -0.056
N (1.0673, -0.1952, -2.2135)  0.010
S (-0.2067, 1.1253, 2.7785)  0.811
H (-2.2396, -0.1344, 0.0233)  0.077
H (-2.3135, 0.7571, 2.0719)  0.080
H (-0.9302, -0.4217, -1.4644)  0.116
H (2.0393, 1.0688, 2.9886)  0.031
H (2.0295, -0.1384, -2.3920)  0.066
H (0.3900, -0.8627, -2.5389)  0.073